(1)
DFT (ωB97M-V/def2-TZVPD) results for 4 unconnected molecules or ions with the total composition C21H41FN2O7SSi.

```
74
Properties=species:S:1:pos:R:3:forces:R:3
F -2.30053 -4.08764 -0.81743 0.73 -0.28 -0.79
C -2.00148 -4.52013 -2.13056 -1.08 -0.23 -1.41
C -1.26156 -3.44505 -2.97464 -0.36 0.67 1.00
C 0.05920 -2.86093 -2.33142 0.30 -0.48 -0.80
Si 1.10731 -4.09613 -1.32419 0.11 0.67 -0.16
C 2.94144 -4.19828 -1.88232 0.20 -0.33 0.92
C 3.79395 -4.32588 -0.54657 -0.18 -1.02 -0.70
C 5.28146 -4.76305 -0.81872 -0.64 1.06 1.04
C 6.15333 -3.47370 -1.09692 -0.60 -0.80 -0.30
S 7.52058 -3.35331 0.12783 0.26 0.61 0.43
C 6.85251 -2.78972 1.68823 -1.03 -0.74 0.98
N 6.51459 -3.52115 2.75695 0.67 1.08 -2.22
N 6.09644 -2.65089 3.69888 -0.28 2.26 0.66
C 6.17828 -1.40818 3.22766 0.29 -2.96 -0.20
O 6.64993 -1.46174 1.94757 -0.04 0.51 0.14
H -1.51775 -5.52801 -2.14257 -0.10 0.97 0.55
H -3.00144 -4.67943 -2.62005 0.76 0.12 0.44
H -1.09295 -3.83118 -4.01304 -0.07 0.12 0.97
H -1.97050 -2.58496 -3.07196 0.55 -0.79 -0.10
H -0.12235 -1.93825 -1.72973 -0.03 -0.89 -0.43
H 0.70565 -2.52525 -3.18510 -0.54 -0.14 0.77
H 0.52009 -5.45715 -1.27371 0.16 -0.04 -0.14
H 1.12344 -3.64232 0.08727 0.06 0.02 0.05
H 3.27276 -3.32089 -2.48347 -0.25 -0.61 0.32
H 3.08362 -5.14057 -2.46767 -0.02 0.81 0.24
H 3.34199 -5.12715 0.10002 0.20 0.73 -0.56
H 3.71325 -3.37821 0.03652 0.31 -0.65 -0.37
H 5.64624 -5.24187 0.12309 -0.10 0.32 -0.83
H 5.33207 -5.52774 -1.62597 -0.01 0.69 0.42
H 6.63239 -3.57309 -2.10268 0.08 0.27 1.00
H 5.54749 -2.53758 -1.13041 0.44 -0.74 0.18
H 5.93307 -0.47950 3.77126 0.30 -0.69 -0.83
C -2.99886 1.95662 -0.86107 0.08 -0.31 0.18
C -1.99571 2.27256 -1.94796 -0.28 0.16 0.30
O -1.24224 1.10879 -2.31405 0.53 0.03 -0.16
C -1.63710 0.22300 -3.24202 -0.29 -0.16 -0.02
C -3.07153 0.24478 -3.70399 -0.06 0.30 -0.53
O -0.86692 -0.61930 -3.62959 -0.01 0.70 -0.05
H -3.73901 1.23363 -1.19953 -0.04 0.15 -0.03
H -3.51945 2.86052 -0.54622 0.01 -0.04 -0.06
H -2.49682 1.51874 0.00477 0.13 0.12 -0.06
H -2.46100 2.73236 -2.82169 -0.04 -0.13 -0.02
H -1.27006 2.99420 -1.56995 0.15 -0.20 -0.09
H -3.67056 -0.39130 -3.05167 0.00 0.08 0.03
H -3.11083 -0.15050 -4.71868 0.08 -0.19 0.14
H -3.50385 1.24208 -3.74618 -0.10 -0.05 0.27
C 3.93918 3.76449 5.37273 0.10 0.03 -0.16
C 2.79180 2.77879 5.46147 0.25 0.13 0.05
O 1.88433 2.93865 4.36641 -0.44 -0.02 0.19
C 2.02484 2.32374 3.17514 0.17 0.01 -0.36
C 3.35114 1.69125 2.83587 0.06 -0.59 0.11
O 1.12812 2.35496 2.37736 0.01 0.12 0.31
H 4.54135 3.59851 4.47792 0.03 -0.06 0.07
H 4.58794 3.67846 6.24620 -0.04 0.00 -0.02
H 3.55923 4.78580 5.31609 -0.03 -0.06 0.08
H 3.13525 1.74581 5.54173 0.01 0.02 -0.10
H 2.21314 2.98165 6.36354 -0.15 -0.01 -0.18
H 3.99470 2.43349 2.36333 0.00 0.00 0.06
H 3.17374 0.87739 2.13383 -0.07 0.21 -0.11
H 3.85784 1.25066 3.69262 0.09 0.22 0.05
C -6.92653 5.55127 1.11717 -0.02 -0.18 0.10
C -6.81157 5.55987 -0.39335 -0.10 0.11 0.30
O -6.00185 4.47377 -0.85860 0.33 0.14 -0.39
C -6.47481 3.24205 -1.12599 -0.20 -0.34 0.20
C -7.84232 2.86151 -0.62043 -0.43 0.09 -0.39
O -5.77395 2.44479 -1.69117 -0.13 0.39 -0.09
H -7.42649 4.65006 1.47548 -0.07 0.07 -0.03
H -7.48940 6.41936 1.46428 0.03 -0.02 -0.03
H -5.93565 5.56897 1.57389 -0.02 0.08 -0.07
H -7.78565 5.56450 -0.88535 0.01 -0.12 0.02
H -6.30255 6.47123 -0.70964 0.12 -0.18 -0.11
H -7.75351 2.44960 0.38492 0.00 0.06 -0.01
H -8.25178 2.09854 -1.28103 0.19 -0.10 0.11
H -8.55513 3.68353 -0.62272 0.07 0.05 0.23
```
Positions in Å, forces in eV/Å.

Total charge: 0
HOMO energy, eV: -9.18
SMILES: FCCC[SiH2]CCCCSc1nnco1.CCOC(C)=O.CCOC(C)=O.CCOC(C)=O

Mulliken atomic charge list, values in e, 2 entries:
1. F -0.3207
2. C -0.5198

---

(2)
DFT (ωB97M-V/def2-TZVPD) results for 7 unconnected molecules or ions with the total composition C21H41N3O12.

```
77
Properties=species:S:1:pos:R:3:forces:R:3
C 1.43767 3.78462 1.69057 -0.34 -0.29 -0.33
O 2.79554 3.48365 1.99560 1.51 -0.72 -0.91
C 3.57557 2.78837 1.07194 -0.50 -0.08 0.28
O 3.20690 2.30475 0.01879 0.47 0.81 1.67
O 4.83520 2.74564 1.60529 -0.55 -0.95 -0.11
C 5.79791 1.79548 1.05473 0.79 0.83 -0.73
H 1.04360 4.47312 2.43808 0.56 0.18 -0.01
H 0.80534 2.90200 1.78671 0.16 -0.23 -0.33
H 1.34776 4.21928 0.69503 -0.05 -0.09 0.04
H 5.68104 0.72442 1.21988 -1.19 0.17 -0.05
H 6.78769 1.95197 1.48362 -0.34 0.75 0.67
H 5.98373 2.04472 0.01000 -0.53 -0.39 -0.17
C -0.55050 -9.97560 -7.68904 0.72 -1.37 -1.07
O -1.91404 -9.99951 -8.23580 0.04 0.32 -0.50
C -2.23807 -10.94090 -9.20382 -0.39 1.06 2.18
O -1.57200 -11.84583 -9.51097 3.16 -2.29 -1.00
O -3.47740 -10.84850 -9.61740 -1.69 1.80 0.28
C -3.92735 -11.56352 -10.77256 -0.12 -0.14 -0.30
H 0.19323 -10.24005 -8.44073 -0.37 -0.23 -0.52
H -0.37281 -10.72983 -6.92245 -0.69 0.02 0.17
H -0.13201 -9.03394 -7.33373 -1.42 0.48 0.04
H -5.00774 -11.69279 -10.70818 0.09 0.16 0.48
H -3.48856 -12.55430 -10.89052 0.30 0.23 0.21
H -3.76760 -10.95400 -11.66198 0.35 -0.05 0.03
C 6.40478 -5.54745 5.36280 0.09 -0.90 0.09
O 5.08535 -5.01582 5.43169 -0.31 0.80 -0.11
C 4.76912 -3.96037 4.65510 -1.21 -0.07 -0.47
O 5.45414 -3.42525 3.83135 0.53 0.10 0.29
O 3.46243 -3.66298 4.86663 0.60 -1.92 1.47
C 2.92085 -2.43434 4.49416 0.47 0.98 -1.00
H 6.35672 -6.44925 5.97318 -0.06 0.08 0.08
H 7.18299 -4.92034 5.79780 -0.26 0.38 -0.27
H 6.66588 -5.89047 4.36167 0.00 0.45 -0.13
H 2.01899 -2.18789 5.05450 0.26 -0.45 0.37
H 2.62681 -2.46962 3.44517 0.18 0.18 -0.13
H 3.69325 -1.68304 4.65866 -0.28 0.35 -0.21
C -4.64566 12.56128 7.38386 0.19 -0.74 -0.54
O -4.18195 12.13417 6.11866 0.59 -0.99 -1.70
C -4.78160 10.89754 5.58128 -0.55 1.29 2.54
C -4.12380 10.29646 4.39688 1.08 -1.85 -0.97
O -4.96074 9.32933 3.66722 0.67 1.64 -0.31
C -5.32499 8.16699 4.38199 -0.93 -0.30 -0.55
C -6.08403 7.18804 3.42881 2.42 -0.24 -0.80
O -5.10577 6.20311 2.88730 -1.10 0.42 -0.12
C -5.52292 5.32781 1.80039 0.41 0.80 0.56
H -3.97503 13.32555 7.77661 -0.20 0.38 -0.53
H -4.52871 11.76520 8.11916 -0.58 -0.35 0.11
H -5.67060 12.89950 7.23151 -0.13 0.15 0.72
H -5.85012 11.04439 5.42379 -0.18 0.19 -0.22
H -4.67443 10.17270 6.38826 -0.32 -0.19 0.23
H -3.28834 9.69401 4.75345 0.31 0.00 0.19
H -3.63446 10.98853 3.71154 -0.79 0.16 -0.30
H -6.06682 8.50835 5.10397 0.17 -0.49 0.71
H -4.44132 7.67772 4.79167 -0.07 -0.08 0.39
H -6.35390 7.85157 2.60723 -0.73 -0.28 -0.13
H -6.90221 6.65992 3.91847 -0.07 0.18 -0.06
H -4.62078 5.09150 1.23611 0.14 -0.19 0.32
H -6.17537 5.76847 1.04658 -0.32 0.50 0.31
H -5.98912 4.41247 2.16494 0.00 -0.01 0.17
C 4.12082 -1.40294 -9.02458 0.08 -1.83 0.19
C 4.39077 -0.02497 -9.16109 1.14 5.61 -0.22
N 4.60253 1.13729 -9.22703 -0.72 -3.99 0.14
H 4.83263 -1.88973 -8.35789 -0.01 0.27 0.33
H 4.29122 -1.93471 -9.96067 -0.50 0.13 -0.18
H 3.11906 -1.54509 -8.61916 0.00 -0.19 -0.25
C -0.65318 -1.75346 -2.67113 0.89 0.18 0.20
C -0.78574 -2.48473 -3.94270 -0.49 -0.42 -0.84
N -0.80524 -3.07881 -4.94043 -0.01 0.90 1.48
H -0.71436 -2.40157 -1.79688 -0.02 -0.24 -0.26
H -1.26419 -0.87843 -2.44960 -0.56 -0.31 -0.74
H 0.35311 -1.33526 -2.69558 0.21 -0.12 0.16
C 4.04316 -7.90054 1.20775 -1.39 0.51 -0.13
C 2.87764 -6.96475 1.08425 1.07 -0.29 0.21
N 1.97247 -6.27585 0.93592 -0.01 0.00 0.05
H 3.60553 -8.83912 0.86766 0.55 -0.24 -0.07
H 4.36713 -8.01632 2.24203 -0.09 0.17 -0.09
H 4.86517 -7.56823 0.57375 -0.14 -0.12 0.05
```
Positions in Å, forces in eV/Å.

Total charge: 0
HOMO energy, eV: -9.86
SMILES: COC(=O)OC.COC(=O)OC.COC(=O)OC.COCCOCCOC.CC#N.CC#N.CC#N

Mulliken atomic charge list, values in e, 2 entries:
1. C -0.6114
2. O -0.2879

---

(3)
DFT (ωB97M-V/def2-TZVPD) results for 6 unconnected molecules or ions with the total composition C21H41O7P.

```
70
Properties=species:S:1:pos:R:3:forces:R:3
C 0.29695 0.71382 3.92738 -0.28 0.57 -0.51
C -0.50718 1.36920 2.78533 0.85 0.39 0.10
P -1.00904 3.13332 3.23334 -1.07 0.69 1.17
C -2.55281 3.59146 2.47782 0.65 -0.51 -0.15
C -3.71406 3.20575 3.41166 -0.35 0.21 -0.06
O -4.44170 4.12641 3.89523 0.23 -0.26 -0.06
O -3.91328 1.96803 3.61402 -0.03 0.11 -0.03
C 0.38606 4.17812 2.56510 0.52 -1.11 -0.42
C 1.66454 3.99595 3.41991 -0.39 0.07 -0.39
H 1.31944 1.06731 3.85466 0.38 -0.20 0.11
H -0.08582 1.08168 4.87320 -0.19 -0.21 0.27
H 0.27544 -0.37168 3.87650 0.12 -0.21 0.12
H 0.13206 1.37979 1.89548 -0.13 -0.09 -0.35
H -1.41655 0.81900 2.58565 -0.36 0.06 -0.05
H -2.68337 2.99146 1.56505 -0.06 0.12 -0.20
H 0.64230 3.87928 1.53971 -0.10 0.10 -0.20
H 0.09100 5.21408 2.51656 -0.42 0.21 0.18
H 1.45170 3.46884 4.34390 -0.13 -0.03 0.25
H 2.07887 4.96774 3.67354 0.36 0.10 0.05
H 2.38952 3.40117 2.86923 0.33 0.03 0.02
C -5.61667 4.48256 6.56272 0.39 -0.14 0.49
C -5.15574 4.88282 7.93897 -0.15 -0.04 -0.25
O -4.03448 4.69792 8.35170 0.01 0.03 0.18
C -6.18973 5.55631 8.83338 0.17 0.04 0.20
H -4.81902 4.01386 5.98750 -0.04 0.07 -0.22
H -6.44712 3.77610 6.65296 -0.10 0.11 -0.05
H -5.95036 5.36303 6.01161 -0.08 -0.05 -0.06
H -7.03641 4.88588 8.99204 -0.08 0.07 -0.10
H -6.54331 6.47628 8.36449 -0.12 -0.06 -0.05
H -5.74040 5.79744 9.79693 0.01 -0.01 -0.02
C 3.05316 -3.47708 1.31143 0.18 0.11 0.30
C 2.41923 -2.18368 1.77461 -0.28 0.11 -0.12
O 2.72817 -1.64678 2.81041 0.29 -0.16 0.12
C 1.36930 -1.58550 0.86951 0.06 0.17 0.15
H 3.78969 -3.80689 2.04286 -0.02 0.02 0.04
H 2.28827 -4.24878 1.20372 0.00 0.02 -0.16
H 3.54431 -3.31702 0.35224 -0.14 -0.12 -0.04
H 0.54071 -2.28563 0.74542 0.03 -0.03 -0.12
H 1.80067 -1.36398 -0.10946 -0.06 -0.13 -0.06
H 0.99060 -0.66547 1.31175 -0.02 -0.03 0.01
C 4.18771 -5.48426 -3.35164 0.15 0.02 0.23
C 3.55849 -4.19973 -2.85804 -0.18 0.20 -0.05
O 3.89866 -3.69137 -1.81539 0.22 -0.16 -0.03
C 2.48811 -3.58099 -3.71722 0.11 0.11 0.41
H 4.93846 -5.81872 -2.63832 0.00 0.01 0.01
H 3.42421 -6.25660 -3.45557 -0.01 0.02 -0.14
H 4.66287 -5.31812 -4.31971 -0.12 -0.06 -0.08
H 1.65738 -4.27449 -3.83669 0.05 -0.06 -0.23
H 2.89006 -3.32950 -4.69850 -0.11 -0.16 -0.11
H 2.12999 -2.67479 -3.23576 0.02 -0.03 -0.01
C -0.19067 -3.47722 -8.33470 0.21 0.05 0.06
C -0.12892 -4.04541 -6.93635 -0.05 0.02 0.01
O 0.88100 -3.99185 -6.27578 0.00 -0.05 -0.13
C -1.38926 -4.68085 -6.40156 0.14 -0.03 0.16
H 0.77562 -3.05154 -8.59576 0.01 0.00 0.01
H -0.43768 -4.26584 -9.04804 -0.14 0.04 -0.01
H -0.95043 -2.69565 -8.38739 -0.09 -0.09 -0.06
H -1.68462 -5.51789 -7.03704 -0.10 0.08 -0.06
H -2.19631 -3.94694 -6.37688 -0.06 -0.05 -0.11
H -1.21161 -5.04534 -5.39263 0.01 0.01 0.01
C 0.43464 0.56085 -4.67601 -0.05 -0.13 0.15
C 1.78475 0.23070 -4.08625 -0.09 0.08 -0.01
O 1.89138 -0.44512 -3.09343 0.05 -0.01 0.04
C 2.99725 0.78583 -4.79688 0.11 -0.10 0.15
H -0.34469 0.10400 -4.07109 0.01 0.01 0.03
H 0.28591 1.64159 -4.68863 0.02 0.01 -0.12
H 0.36884 0.17610 -5.69594 0.03 0.12 -0.06
H 2.95333 1.87583 -4.81462 -0.04 0.00 -0.12
H 3.03373 0.41025 -5.82142 -0.05 0.11 -0.05
H 3.89691 0.47495 -4.27076 -0.01 -0.01 0.02
```
Positions in Å, forces in eV/Å.

Total charge: -2
HOMO energy, eV: 1.70

Mulliken atomic charge list, values in e, 2 entries:
1. C -1.2105
2. C -0.5257